1.
A 2-piece molecular cluster, C5H8N overall, computed with ωB97M-V with the def2-TZVPD basis set.

The geometry in XYZ format:
```
14
Properties=species:S:1:pos:R:3:forces:R:3:mulliken_charge:R:1
C -1.06899 -0.03355 0.83150 -7.6 3.4 2.3 -0.531
C -1.38581 1.46645 0.60269 -1.8 0.2 2.9 -0.296
C -0.13823 1.54885 -0.24823 0.7 -0.8 -0.2 -0.395
C 1.59584 -2.02661 -1.29229 -0.5 -0.9 1.8 -0.236
C 1.39878 -2.43479 -0.16735 0.7 1.1 -3.4 -0.564
N -0.00013 0.06764 0.10635 10.7 1.4 -6.0 0.249
H -1.28568 -0.81643 1.41671 -1.1 -2.4 2.2 0.498
H -0.22431 1.63861 -1.32470 -0.3 0.0 -0.4 0.289
H 0.61159 2.36442 0.04686 -0.3 -1.8 -0.1 0.272
H -2.39969 1.66854 0.13194 1.2 -0.2 0.5 0.304
H -1.27091 2.08069 1.56690 -0.5 -0.7 -1.4 0.244
H 1.73095 -1.81503 -2.30286 0.0 0.6 -1.1 0.468
H 1.61250 -3.05102 0.60881 0.0 -1.2 2.5 0.397
H 0.82409 -0.65777 0.02368 -1.1 1.4 0.4 0.301
```
Positions in Å, forces in eV/Å.

Output
Expectation value of S² ... 2.007
Calculated total energy ... -249.4717 hartree
LUMO level (alpha / beta) ... -3.213 / -9.359 eV
Orbital gap (alpha / beta) ... 8.88 / 6.12 eV
HOMO energy (alpha / beta) ... -12.09 / -15.47 eV
Spin multiplicity ... 3
ΔE to the lowest compared entry with this formula, charge and spin ... 6.1048 eV
Total charge ... +1

---

2.
A 14-piece molecular cluster, C6H37NO14 overall, computed with ωB97M-V with the def2-TZVPD basis set.

The geometry in XYZ format:
```
58
Properties=species:S:1:pos:R:3:forces:R:3:mulliken_charge:R:1
C -0.58839 2.86059 0.78616 -1.8 1.7 4.0 -0.235
N -0.81017 1.45769 0.34901 2.0 0.7 2.0 0.863
C -0.35677 0.35546 1.06113 0.9 0.3 -0.8 0.913
C 0.19086 0.31954 2.58840 -4.7 -1.2 -1.8 -1.843
O -0.34960 -0.65183 0.35764 0.3 -2.1 0.0 -0.449
C -0.89467 1.44418 -1.14469 -0.7 0.3 1.2 -0.204
C -0.00015 2.65735 -1.51163 0.2 0.9 -0.2 -0.027
C -0.04594 3.75284 -0.30077 1.5 -2.0 -2.2 -1.216
H -1.61034 3.26345 1.01986 0.6 -0.2 -0.3 0.146
H -0.05634 3.06953 1.86824 -1.0 -1.3 -2.9 0.172
H 0.78825 1.12901 2.62534 2.0 2.8 1.0 0.579
H -0.78596 0.34765 3.16451 1.4 1.2 -0.4 0.433
H 0.59582 -0.60591 2.99790 0.3 0.2 -1.4 0.284
H -2.01933 1.67584 -1.32380 1.8 -0.6 -0.4 0.163
H -0.53246 0.44222 -1.56579 -0.8 1.7 0.9 -0.147
H -0.36233 3.05594 -2.48433 0.7 0.0 0.9 0.509
H 1.06735 2.29024 -1.61215 -1.3 0.4 -0.3 -0.223
H 1.00580 4.06098 -0.09150 -1.6 0.2 -0.3 0.410
H -0.59174 4.64200 -0.60016 -0.6 -0.2 0.3 0.397
H -1.43793 -1.48495 2.97665 -1.1 0.3 -1.1 0.253
H -1.63826 -1.40753 1.46754 0.9 -0.1 -0.8 0.212
O -2.04178 -1.12172 2.27140 -0.4 -0.7 2.7 -0.617
H -2.93707 2.83415 2.19102 0.4 -0.3 0.1 0.359
H -2.91788 2.54292 3.72151 1.3 -0.7 1.1 0.299
O -3.41916 2.87392 3.01420 -1.8 0.9 -1.1 -0.650
H -1.19523 -3.48583 -2.71055 0.8 -1.4 -0.3 0.325
H -0.94852 -3.89373 -1.39559 -0.4 -0.2 2.2 0.325
O -0.72252 -4.22540 -2.23878 -0.7 1.3 -1.9 -0.680
H 3.92699 -1.63090 -1.08078 1.7 0.1 -2.4 0.240
H 2.88608 -2.51794 -0.33178 1.0 2.0 0.0 0.378
O 3.44767 -1.65936 -0.30359 -2.7 -1.9 2.6 -0.574
H -0.98783 -1.49073 -3.19633 -7.6 -1.0 1.1 0.246
H 0.37111 -1.67666 -2.49095 -0.2 -0.4 1.0 0.287
O -0.13384 -1.40930 -3.24204 7.6 1.3 -2.0 -0.658
H -4.05840 -1.75410 1.46815 1.0 -3.3 -2.2 0.365
H -2.86888 -2.38986 0.66262 -1.2 -0.5 0.1 0.288
O -3.81150 -2.60479 0.84665 -0.3 3.4 1.7 -0.653
H -2.88102 -0.80729 -1.47604 1.5 4.8 4.8 0.269
H -3.95168 -1.67647 -1.97246 -7.4 -2.1 1.1 0.239
O -3.14046 -1.41270 -2.03598 6.3 -2.7 -5.9 -0.491
H 1.62456 -2.74900 3.11568 1.8 -2.6 -2.6 0.281
H 1.91446 -1.74552 4.15840 2.1 1.1 1.4 0.289
O 1.24899 -2.17540 3.69727 -3.6 0.8 1.5 -0.647
H 3.56990 -0.47181 1.56006 0.1 0.8 -0.2 0.313
H 3.16926 0.95812 2.01253 -2.0 0.8 0.3 0.292
O 3.88126 0.37721 1.93641 1.9 -1.8 -0.1 -0.642
H 0.41810 0.50212 -3.93033 1.3 0.4 -0.6 0.327
H -0.76564 0.73735 -3.50236 -3.6 -1.0 1.2 0.318
O -0.09598 1.30014 -3.75498 2.4 0.5 -1.7 -0.609
H 2.68910 0.41922 -2.20839 1.7 1.2 0.3 0.247
H 3.44344 1.26381 -3.26192 0.3 -0.3 2.4 0.343
O 3.48030 1.05129 -2.26130 -2.0 -0.9 -2.6 -0.636
H 1.09090 -3.84857 -1.21617 0.1 1.1 1.7 0.393
H 0.53745 -2.76866 -0.18458 -0.7 0.8 0.2 0.252
O 1.28099 -3.32563 -0.36808 0.7 -1.9 -1.8 -0.690
H 2.09356 2.69959 -0.20207 0.5 -0.1 1.1 0.266
H 2.93936 2.34915 1.11429 -1.9 1.9 -1.5 0.232
O 2.15776 2.93088 0.75607 3.0 -2.5 0.7 -0.618
```
Positions in Å, forces in eV/Å.

Output
Calculated total energy ... -1358.7213 hartree
LUMO level ... -0.112 eV
Orbital gap ... 9.50 eV
HOMO energy ... -9.61 eV
ΔE to the lowest compared entry with this formula, charge and spin ... 7.1051 eV

---

3.
One molecule with the formula C3H3N3O2, computed with ωB97M-V with the def2-TZVPD basis set.

The geometry in XYZ format:
```
11
Properties=species:S:1:pos:R:3:forces:R:3:mulliken_charge:R:1
H -2.47563 0.79429 0.83540 -0.2 -1.1 -0.5 0.282
N -2.43442 -0.22532 0.59386 4.7 -1.0 -2.9 -0.641
C -1.26142 -0.32727 -0.11784 -2.9 0.4 3.9 0.682
N -0.48744 -1.42540 -0.52885 5.9 -1.1 1.8 -0.442
C 0.88925 -1.53112 -0.19775 -2.6 2.6 1.5 0.165
O 1.80588 -0.58991 0.52719 -3.4 0.3 -2.3 -0.266
N 1.68368 0.88950 0.21562 -3.1 -1.1 -1.7 -0.217
C 0.53286 1.33297 -0.31767 4.1 1.6 2.5 0.146
O -0.74008 0.90353 -0.35154 1.6 2.4 -1.3 -0.351
H 1.69764 -2.34697 -0.17653 -2.5 0.2 -1.0 0.349
H 0.78968 2.52570 -0.48190 -1.6 -3.2 0.1 0.293
```
Positions in Å, forces in eV/Å.

Output
SMILES ... [H]/N=C1/N=CON=CO1
Calculated total energy ... -430.6483 hartree
LUMO level ... -0.881 eV
Orbital gap ... 9.44 eV
HOMO energy ... -10.32 eV
ΔE to the lowest compared entry with this formula, charge and spin ... 7.4203 eV